No. 1
Formula: C25H61BFO14P3
Source: OMol25
Level of theory: ωB97M-V/def2-TZVPD

Properties
* net charge: 0
* Kohn-Sham gap: 9.48 eV
* HOMO energy: -9.9 eV
* structure (SMILES): CCOP(=O)(OCC)OCC.CCOP(=O)(OCC)OCC.CCOP(=O)(OCC)OCC.OCCB(CCO)CCCF

CARTESIAN COORDINATES (ANGSTROEM)
H  -3.159  -1.379  -2.876
H  1.431  11.318  -0.661
P  -3.590  -7.025  2.528
H  -2.897  10.341  -2.965
O  4.125  2.734  1.016
C  5.285  0.211  -0.092
O  -2.885  -6.172  3.698
C  -1.447  -5.438  0.876
H  1.402  -4.140  -0.503
O  -0.040  -2.224  -1.971
H  -4.968  -10.853  3.356
H  -0.404  -7.660  3.556
H  -2.257  8.860  -0.643
C  5.115  2.649  3.251
H  1.596  -0.022  -1.621
H  -0.741  -5.350  1.701
C  -2.950  -2.642  -1.127
H  -4.140  -4.580  -4.020
H  -5.994  -7.980  3.340
C  -0.565  -6.840  4.254
H  3.643  10.261  -1.789
H  0.977  7.977  3.050
C  1.471  -4.354  -2.658
C  -3.785  -1.973  -2.202
C  2.601  10.165  -2.093
H  -2.075  -5.011  -5.460
H  3.467  3.883  2.599
C  -0.801  10.051  -1.660
C  0.487  8.347  2.144
C  -2.075  9.206  -1.660
H  -1.009  -4.985  -0.010
H  0.917  0.421  -0.070
H  -2.557  -6.959  -0.173
F  0.647  9.728  2.154
H  -4.302  -2.712  -2.812
H  1.889  -5.063  -3.375
H  5.632  -0.824  -0.072
P  -0.920  -3.156  -2.719
H  0.063  -7.034  5.126
H  -2.384  -1.896  -0.562
O  -2.258  -7.577  1.780
H  1.437  11.138  -3.272
H  -3.724  -6.281  -4.299
B  0.439  9.383  -0.927
H  -2.376  -7.704  5.040
C  1.153  7.689  0.966
C  -5.287  -8.746  3.656
O  2.357  11.224  -3.008
H  -0.568  7.464  -0.325
H  -1.008  11.023  -1.200
H  -6.551  -10.280  2.808
H  7.245  0.805  -0.720
H  -0.212  1.819  -1.703
C  1.513  0.793  -0.901
O  -3.211  9.864  -2.193
O  -1.655  -3.606  -4.079
C  4.399  3.475  2.198
C  -5.492  -10.027  2.873
H  -0.562  8.059  2.248
O  -3.942  -8.281  3.520
H  -0.230  -5.920  3.778
H  -0.917  -7.425  0.263
H  -5.462  -8.924  4.718
H  -5.089  -9.946  1.864
H  -2.074  -6.065  5.538
H  0.979  2.893  -0.950
C  6.492  1.121  0.004
H  1.780  -3.359  -2.976
H  6.931  1.095  1.001
H  -1.279  -5.674  -4.063
H  5.027  4.318  1.908
H  4.475  1.840  3.620
C  0.430  7.904  -0.379
H  1.133  6.613  1.166
C  1.982  -4.660  -1.265
H  1.312  2.198  -2.521
C  1.742  10.283  -0.810
H  6.239  2.154  -0.227
C  0.854  1.993  -1.551
H  4.780  0.339  -1.043
H  -4.525  -1.310  -1.754
H  -3.369  -5.534  -2.754
H  -0.539  10.266  -2.708
H  -2.337  -4.861  1.151
H  5.400  3.272  4.099
H  -1.877  8.298  -2.246
O  -2.052  -3.625  -1.651
O  4.379  0.313  1.018
H  2.340  9.985  0.051
H  1.893  -5.727  -1.054
C  -3.397  -5.353  -3.827
C  -2.039  -4.962  -4.370
O  2.840  1.121  -0.469
O  1.833  1.972  1.452
O  0.048  -4.485  -2.714
H  6.012  2.186  2.841
H  3.030  -4.373  -1.160
P  3.172  1.402  1.125
H  -3.601  -3.161  -0.424
H  2.504  9.182  -2.568
C  -2.013  -6.744  4.686
C  -1.799  -6.888  0.612
H  0.973  7.304  -1.126
O  -4.682  -7.145  1.535
H  2.199  7.971  0.857

=====

No. 2
Formula: C25H64BaO27S8
Source: OMol25
Level of theory: ωB97M-V/def2-TZVPD

Properties
* net charge: 0
* energy relative to the best compared isomer or geometry (same formula, charge and spin): 14.921 eV
* Kohn-Sham gap: 3.06 eV
* HOMO energy: -3.9 eV

CARTESIAN COORDINATES (ANGSTROEM)
C  2.370  -8.162  -4.145
O  -2.663  4.246  1.388
H  2.795  -6.818  1.370
C  6.355  1.781  -0.554
H  6.941  4.005  3.475
C  -1.341  2.349  -5.283
H  5.433  5.231  2.006
H  -1.719  -1.376  8.582
S  0.106  3.027  -4.476
H  4.248  1.256  7.238
C  -2.930  4.593  5.800
Ba  0.446  -1.334  -0.420
C  -3.607  -3.512  -7.334
H  -1.201  2.676  -6.313
H  0.011  5.042  3.512
H  -3.673  5.044  6.458
C  -0.547  -3.753  -6.228
C  -4.132  -2.286  -8.131
H  -2.024  5.104  6.127
H  -7.552  1.749  -1.706
O  -2.200  -1.445  3.575
O  5.571  3.111  1.560
H  -3.900  0.160  4.964
O  0.498  -8.141  -0.458
H  3.353  -8.144  0.344
O  4.577  3.774  -0.663
C  -0.723  6.815  -3.687
C  7.227  4.342  2.479
C  2.599  -8.024  -2.611
O  3.974  -1.095  5.605
H  0.061  -4.644  -6.070
H  -4.442  -4.178  -7.114
C  5.346  -1.966  3.638
O  3.822  -3.577  5.031
O  -0.821  2.595  1.987
C  4.732  1.006  6.294
C  -4.294  -0.850  5.075
O  0.176  2.591  -3.087
H  2.782  0.612  5.355
S  -1.599  3.820  2.307
H  -7.001  -0.142  -2.885
H  -5.140  -0.984  4.401
H  3.655  -7.884  -2.382
C  -7.383  3.422  -3.021
C  -0.924  -1.326  7.837
H  1.329  -8.149  -4.468
O  4.047  -2.785  -1.341
C  -6.803  2.495  -1.970
O  -0.279  4.644  -4.496
H  -2.789  3.557  6.108
C  -6.296  -0.668  -2.242
H  -5.708  -1.372  -2.831
H  0.221  5.233  -2.555
H  -7.715  2.865  -3.898
H  5.538  0.319  6.555
H  -4.919  -2.498  -8.855
C  -0.533  5.373  -3.329
H  5.155  1.929  5.897
H  -6.680  -1.083  -1.310
H  -0.835  -3.680  -7.277
O  -2.136  3.730  3.851
H  -4.674  -1.515  -7.584
H  6.482  0.785  -0.130
H  -4.202  4.253  4.123
O  0.855  -5.619  -0.188
H  2.781  -7.318  -4.698
H  -4.619  -1.096  6.086
H  -3.318  -1.804  -8.671
H  7.266  2.268  -0.209
H  7.949  3.644  2.054
S  -5.131  0.556  -1.497
H  -0.764  -1.185  5.636
C  6.079  4.451  1.603
C  -1.511  -1.183  6.430
H  -2.909  -4.110  -7.919
H  6.086  -1.829  4.427
H  -1.436  1.277  -5.111
O  -2.462  -5.470  -5.497
H  -2.220  2.865  -4.895
S  -2.048  -4.117  -5.254
C  3.819  0.276  5.328
S  4.872  2.598  0.170
H  -8.317  3.930  -2.782
S  3.783  -2.260  4.444
H  -1.394  6.817  -4.546
C  4.156  -2.372  -2.487
O  1.951  -6.876  -2.099
O  3.884  1.586  0.571
H  4.097  0.553  4.311
H  2.722  -9.026  -4.709
H  -0.163  -0.557  7.968
H  -0.375  -2.259  7.958
H  6.260  4.877  0.616
H  2.276  -8.875  -2.011
H  0.350  5.122  1.797
H  7.786  5.265  2.634
H  -6.634  4.118  -3.396
H  -1.429  4.887  -2.941
H  -1.046  6.151  2.549
O  3.139  -1.798  -2.950
O  2.735  -1.849  3.557
H  3.918  -6.544  0.021
H  0.215  7.272  -4.001
H  -6.626  3.081  -1.067
C  -0.438  5.247  2.540
O  -3.776  0.149  -1.875
O  -3.100  -3.087  -6.053
O  -1.782  -3.607  -3.883
S  -3.047  -2.113  4.568
C  -3.189  4.587  4.345
O  -3.623  -3.419  4.274
C  3.038  -7.100  0.345
H  -3.035  5.601  3.978
H  5.456  -2.784  2.925
H  6.242  1.734  -1.637
H  -2.060  -0.245  6.342
O  5.133  -2.325  -3.189
H  5.231  -1.044  3.068
O  -2.271  -2.260  6.082
O  1.205  2.854  -5.431
O  -5.549  0.743  -0.088
H  -1.110  7.395  -2.849
O  -5.622  1.832  -2.383
H  -0.103  -2.817  -5.889
S  1.355  -6.934  -0.516

=====

No. 3
Formula: C25H64N5O4S2SiTc
Source: OMol25
Level of theory: ωB97M-V/def2-TZVPD

Properties
* net charge: +3
* Kohn-Sham gap (spin up / spin down): 6.32 / 7.10 eV
* spin multiplicity: 2
* HOMO energy (spin up / spin down): -17.0 / -17.0 eV

CARTESIAN COORDINATES (ANGSTROEM)
N  0.189  2.643  1.237
C  4.658  -1.350  -4.893
H  0.454  -0.310  5.441
Tc  0.069  1.000  -0.173
H  2.770  3.351  0.163
H  -6.060  -1.610  1.198
N  0.176  -0.237  -1.948
H  5.303  -0.966  -5.685
H  -0.346  1.079  3.541
H  0.638  2.556  -2.264
C  -3.954  -2.862  -0.042
H  -0.256  4.846  -1.336
H  1.742  -3.460  1.728
H  3.578  2.228  1.227
C  -0.744  -4.835  3.707
N  -0.060  2.728  -1.521
H  1.306  4.193  -0.902
H  0.579  -6.343  1.765
H  5.145  1.372  -4.652
H  1.597  1.831  2.542
H  4.141  -0.893  -2.838
H  -3.335  -3.984  2.319
H  4.952  -2.381  -4.706
H  3.635  -1.364  -5.275
C  -0.237  3.932  0.606
H  -3.994  -2.738  3.404
C  -0.878  -0.072  -2.991
H  -2.711  1.709  -2.001
H  -3.982  -2.136  -0.854
O  -2.713  -1.396  1.455
C  -0.047  -5.530  1.399
C  4.797  -0.512  -3.631
H  1.967  -4.601  3.054
O  -0.908  -3.346  1.787
C  4.524  0.972  -3.850
C  1.306  -3.829  2.660
H  -0.814  -4.007  4.412
H  1.983  2.980  -5.663
O  -1.151  -1.471  3.735
H  -4.949  -0.353  0.658
H  -3.865  0.581  -1.330
C  -2.262  -0.352  -2.436
S  0.318  -0.590  1.281
N  2.207  1.348  -0.156
H  3.980  6.072  -4.950
H  1.733  3.584  2.380
H  1.273  -3.016  3.389
H  0.126  4.779  1.190
H  -0.793  0.377  6.494
H  -0.807  0.946  -3.376
H  0.190  -1.215  -1.671
H  -2.952  -0.448  -3.275
Si  -1.381  -1.902  2.227
C  2.620  2.456  0.761
C  -2.802  0.733  -1.519
H  -0.669  -1.373  6.302
H  2.511  5.477  -5.721
C  1.566  2.657  1.830
H  4.090  5.056  -6.380
H  -2.545  1.520  0.348
C  3.580  3.980  -4.560
H  3.595  2.449  -6.121
H  3.022  4.162  -3.639
C  -4.091  -3.205  2.425
H  -3.087  -1.544  5.536
C  -3.994  -2.178  1.309
H  -0.158  -5.627  4.174
C  3.536  5.215  -5.455
C  -2.974  -0.568  5.063
H  -2.041  0.957  2.962
C  0.237  4.017  -0.828
C  -0.576  -0.420  5.782
H  -2.274  -1.321  -1.926
H  -3.258  0.194  5.788
H  0.362  -5.186  0.448
H  -0.652  -0.742  -3.820
H  -1.668  1.793  4.475
C  -1.542  -0.353  4.620
H  -0.962  2.794  -1.985
H  5.814  -0.593  -3.244
C  2.983  2.774  -5.275
H  -5.068  -3.688  2.392
H  -0.448  2.476  2.014
O  2.142  1.741  -2.939
H  -5.138  -0.692  2.388
H  4.697  1.568  -2.951
H  1.085  -0.033  -2.373
C  -0.072  -4.411  2.415
H  4.612  3.767  -4.277
H  -4.827  -3.505  -0.155
H  -2.308  -0.069  0.327
C  -5.096  -1.144  1.397
H  -3.661  -0.498  4.220
H  2.667  0.485  0.124
N  -2.097  0.791  -0.204
H  2.516  1.534  -1.122
H  -1.328  3.954  0.642
C  -1.392  0.948  3.844
S  2.807  1.299  -4.273
H  -1.048  -5.925  1.227
H  -3.064  -3.486  -0.136
H  -1.743  -5.228  3.514

=====

No. 4
Formula: C25H65ClN23O12
Source: OMol25
Level of theory: ωB97M-V/def2-TZVPD

Properties
* net charge: +1
* Kohn-Sham gap: 7.31 eV
* HOMO energy: -10.3 eV

CARTESIAN COORDINATES (ANGSTROEM)
H  -4.951  1.735  1.910
N  -5.152  -8.556  -1.975
H  -5.945  -4.433  1.139
N  0.931  7.965  7.966
H  4.574  2.253  6.819
C  -2.938  0.750  1.777
H  0.426  6.939  10.969
H  2.069  -1.424  1.901
H  7.787  -2.610  -1.493
C  -6.049  -1.285  -2.857
H  0.363  -4.617  -6.463
H  5.982  0.595  0.678
H  -5.356  -9.381  -1.444
H  -7.325  -1.815  -4.428
H  -5.779  -2.078  0.962
H  -4.548  -6.327  -3.041
N  7.402  -1.685  -1.516
H  -0.261  -0.254  -1.016
N  1.766  0.996  -0.038
H  1.081  -2.098  0.625
H  1.353  3.395  5.971
C  -4.156  1.328  1.317
N  -2.919  0.730  -0.430
O  7.669  0.570  -1.577
H  -1.046  -4.787  -10.242
H  1.829  1.998  1.845
N  3.027  0.281  -0.056
C  3.932  0.613  1.074
C  5.187  1.343  0.699
N  0.605  7.580  10.219
C  1.078  -1.612  -5.203
H  -4.858  1.633  -0.686
H  0.468  -3.624  5.050
H  1.358  2.215  -1.790
H  -6.437  -3.351  -2.842
H  1.060  8.945  8.127
C  -4.078  1.269  -0.045
H  -1.279  2.223  -1.255
H  2.536  -2.937  1.067
Cl  0.197  3.449  3.300
C  0.499  3.066  0.624
H  2.610  2.875  0.536
O  -0.049  -1.599  -4.720
H  -0.376  9.061  -0.469
O  3.681  0.293  2.218
N  -4.950  -4.483  1.032
H  0.520  -1.986  -7.125
N  3.661  2.526  6.507
O  -4.572  -7.470  -0.074
H  -0.601  -2.990  3.848
C  -4.716  -7.462  -1.284
H  -6.906  -0.144  -4.300
H  10.097  0.066  -1.570
H  6.406  -1.572  -1.526
N  -0.477  8.076  -0.314
O  0.528  5.869  8.741
C  0.478  4.150  1.680
H  -2.649  0.645  2.806
H  0.995  7.612  7.031
H  -3.307  1.007  -2.439
C  0.677  7.059  8.960
H  -4.507  -5.390  1.039
O  0.724  -5.875  4.030
O  0.229  -3.409  -8.623
N  -0.043  -3.745  4.196
C  0.049  -4.969  3.578
H  3.290  2.122  5.669
N  -0.947  -5.209  -9.338
H  3.134  -1.430  -4.791
O  3.463  3.910  8.292
N  1.310  -1.825  -6.521
N  2.199  -1.418  -4.429
C  2.983  3.443  7.278
O  -5.454  -0.373  -2.297
H  2.064  -1.274  -3.448
H  0.727  8.552  10.426
H  -0.375  4.774  1.449
N  -6.830  -1.083  -3.956
H  -4.232  -1.350  0.763
H  -5.275  -8.573  -2.969
C  -1.200  1.429  -1.989
C  -0.255  -4.508  -8.394
N  -4.787  -2.182  0.861
N  -0.138  -5.114  -7.177
H  9.939  -1.654  -1.524
C  2.806  -1.187  -0.148
H  -0.387  2.444  0.750
C  1.770  2.229  0.786
C  -2.507  0.599  -1.836
H  2.075  0.674  -2.082
O  -2.938  -3.469  0.735
H  1.067  0.374  0.383
O  3.165  -1.731  -1.173
O  0.241  5.944  -0.591
N  1.743  3.779  6.810
H  5.431  2.034  1.498
C  -0.010  0.488  -1.773
H  1.348  4.796  1.641
C  8.163  -0.546  -1.548
H  -4.111  -5.539  -1.564
H  -1.259  7.745  0.219
H  0.513  3.588  -0.329
N  -5.968  -2.575  -2.416
C  -2.230  0.389  0.670
C  0.391  7.145  -0.796
H  -0.636  -5.961  1.945
H  0.112  -0.069  -2.702
H  -1.230  -4.340  2.038
H  -1.265  -0.078  0.703
H  2.227  -1.843  -6.924
H  -5.391  -2.729  -1.609
H  1.578  8.611  -1.699
N  -0.671  -5.081  2.424
H  -0.524  -6.013  -6.965
H  5.132  1.805  -0.279
N  1.437  7.635  -1.519
H  -1.350  -6.111  -9.175
H  -1.198  1.835  -2.998
N  9.512  -0.748  -1.546
H  1.202  4.445  7.341
C  2.116  -1.946  0.951
H  2.092  6.974  -1.889
N  -4.445  -6.355  -2.045
H  -2.331  -0.442  -2.092
C  1.326  1.177  -1.484
C  -4.156  -3.389  0.872